Entry 1:
# C11H23N3O3S

A molecular structure, C11H23N3O3S in a non-equilibrium geometry (ωB97M-V/def2-TZVPD, the OMol25 dataset).

Properties
E_HOMO: -8.64 eV
Orbital gap: 7.46 eV
E_LUMO: -1.17 eV

The geometry in ORCA input format:
```
! RIJCOSX wB97M-V def2-TZVPD def2/J DEFGRID3
* xyz 0 1
C 2.1229 -0.5015 0.9724
C 1.5222 0.0257 -0.3600
C 2.5689 -1.9539 0.7329
C 1.2852 -2.7997 0.8152
C 2.3276 -4.4781 -1.4578
C -0.1030 1.7206 -0.8093
C 0.1465 3.2831 -0.8277
C -1.5832 1.3622 -0.5216
C -2.0303 1.6821 0.8960
C -3.7093 1.9336 1.1971
C -4.8618 0.8564 0.4219
H 1.7563 0.2962 3.0014
H 0.5474 -1.0062 2.1828
H 3.0256 0.0405 1.1207
H 3.2105 -2.1071 -0.1643
H 3.3100 -2.4320 1.5023
H 1.0978 -3.1322 1.9490
H 0.2177 -2.4058 0.3216
H 3.6413 -4.7498 -1.5294
H 1.5575 -5.6223 -1.8640
H 1.8574 -3.4232 -1.9892
H 0.5177 0.8341 1.0610
H 0.0459 1.5354 -1.8691
H -2.0019 1.9760 -1.3095
H -1.8833 0.2775 -0.6565
H -1.7926 0.9623 1.7465
H -1.5444 2.7172 1.2015
H -3.9682 3.1663 0.9760
H -3.6824 2.1244 2.3974
H -4.7522 -0.2047 1.1563
H -5.9386 1.1697 0.6781
H -3.5230 -0.7849 -0.9452
H -4.1268 1.8781 -1.9038
H 1.5057 2.8437 0.3374
N 1.2943 -0.1712 2.0390
N 0.9413 1.1427 0.0489
N -4.7091 0.5687 -1.0680
O 1.4887 -0.3038 -1.5722
O -0.5418 4.0891 -1.5041
O 1.2384 3.6576 -0.0352
S 1.5401 -4.4413 0.2497
*
```

Entry 2:
# C8H24N2O3

3 unconnected molecules or ions with the total composition C8H24N2O3 in a non-equilibrium geometry (ωB97M-V/def2-TZVPD, the OMol25 dataset).

Properties
E_HOMO: -9.13 eV
SMILES: COC[C@H](C)N.COC[C@H](C)N.O
Orbital gap: 9.74 eV
E_LUMO: 0.60 eV

The geometry in ORCA input format:
```
! RIJCOSX wB97M-V def2-TZVPD def2/J DEFGRID3
* xyz 0 1
O 11.9529 -8.7322 6.9624
H 11.7147 -7.8848 6.5004
H 11.2124 -9.3256 6.7995
C 18.3879 -6.5321 7.0621
C 17.3079 -5.7906 7.8710
C 16.0038 -6.5895 7.8500
O 16.2411 -7.9218 8.2064
C 15.0384 -8.6689 8.1008
N 17.7574 -5.5981 9.2627
H 18.0386 -6.7802 6.0624
H 18.6480 -7.4124 7.6522
H 19.3215 -5.9781 6.9509
H 17.1653 -4.8127 7.4038
H 15.5782 -6.5011 6.8376
H 15.2684 -6.0244 8.4376
H 14.7387 -8.7220 7.0520
H 14.2938 -8.3018 8.8078
H 15.2248 -9.7141 8.3609
H 18.1716 -6.4880 9.5380
H 16.9451 -5.5374 9.8688
C 9.7668 -5.9002 8.0385
C 10.8826 -5.3152 7.1966
C 12.1494 -5.0064 7.9910
O 11.9285 -4.0912 9.0434
C 11.3320 -2.8885 8.6546
N 11.1163 -6.1836 6.0398
H 10.0795 -6.8236 8.5396
H 8.8539 -6.1517 7.4903
H 9.3965 -5.2741 8.8534
H 10.4169 -4.4134 6.7676
H 12.9862 -4.6684 7.3703
H 12.4843 -5.9466 8.4324
H 10.2909 -2.9593 8.3034
H 11.8450 -2.4747 7.7749
H 11.2888 -2.1960 9.4911
H 10.2209 -6.5502 5.7506
H 11.6058 -5.6986 5.3013
*
```

Entry 3:
# C29H61N2O12S6

7 unconnected molecules or ions with the total composition C29H61N2O12S6 in a non-equilibrium geometry (ωB97M-V/def2-TZVPD, the OMol25 dataset).

Properties
E_HOMO: -11.25 eV
Orbital gap: 7.31 eV
E_LUMO: -3.94 eV

The geometry in ORCA input format:
```
! RIJCOSX wB97M-V def2-TZVPD def2/J DEFGRID3
* xyz 1 1
C -6.2339 7.6811 0.8809
C -6.6235 6.6498 1.7665
C -6.6969 5.1795 1.2208
N -5.3238 4.6199 1.4010
C -4.9766 3.4987 0.4718
C -3.7514 3.7824 -0.4648
N -2.6331 4.4973 0.1829
H -5.2130 8.1123 0.9752
H -6.9134 8.0772 0.1030
H -6.8733 6.8287 2.8326
H -7.0273 5.1529 0.1608
H -7.4655 4.6370 1.8086
H -5.2227 4.2539 2.3541
H -4.6774 5.4201 1.3436
H -5.8276 3.2003 -0.1696
H -4.7337 2.6052 1.0866
H -4.0024 4.3178 -1.4040
H -3.3617 2.7830 -0.7718
H -2.6330 4.3141 1.1830
H -2.8719 5.4907 0.1145
C 1.7467 3.8009 -2.5654
C 0.4893 4.5799 -2.1598
C 0.3405 4.4468 -0.6417
S 1.9935 4.2171 0.0052
O 2.0807 2.8915 0.5765
O 2.3853 5.3976 0.7412
C 2.8284 4.2104 -1.5717
H 2.0441 4.0177 -3.5911
H 1.5569 2.7269 -2.4884
H 0.6109 5.6330 -2.4273
H -0.3988 4.2122 -2.6758
H -0.0962 5.3380 -0.1984
H -0.2476 3.5726 -0.3714
H 3.6714 3.5205 -1.5421
H 3.1795 5.2246 -1.7656
C 6.6546 -0.3792 1.7270
C 5.2041 -0.1350 2.1523
C 4.6598 1.0104 1.2924
S 5.5720 0.9552 -0.2482
O 6.3689 2.1558 -0.3548
O 4.6887 0.5254 -1.3109
C 6.6408 -0.4008 0.2037
H 7.0451 -1.3109 2.1360
H 7.2874 0.4386 2.0834
H 4.6168 -1.0400 1.9746
H 5.1286 0.1005 3.2145
H 3.5986 0.8922 1.0858
H 4.8412 1.9802 1.7544
H 7.6259 -0.2594 -0.2368
H 6.1890 -1.3190 -0.1713
C -7.2569 -0.5440 2.7591
C -8.6871 -0.2770 3.2387
C -9.2484 0.8706 2.3925
S -8.3993 0.7908 0.8168
O -7.5860 1.9827 0.6671
O -9.3237 0.3709 -0.2058
C -7.3302 -0.5762 1.2365
H -6.8627 -1.4774 3.1598
H -6.5999 0.2676 3.0854
H -9.2938 -1.1736 3.0909
H -8.7179 -0.0334 4.3006
H -10.3189 0.7667 2.2270
H -9.0352 1.8408 2.8413
H -6.3621 -0.4500 0.7549
H -7.8085 -1.4902 0.8839
C 4.4721 -6.0690 -2.3197
C 4.8534 -4.7516 -3.0036
C 4.8450 -3.6569 -1.9318
S 5.2214 -4.4761 -0.3824
O 4.0650 -4.3843 0.4791
O 6.5390 -4.0755 0.0600
C 5.3064 -6.1305 -1.0475
H 4.6620 -6.9332 -2.9617
H 3.4069 -6.0600 -2.0691
H 5.8562 -4.8405 -3.4305
H 4.1712 -4.5076 -3.8192
H 5.5966 -2.8935 -2.1266
H 3.8629 -3.1945 -1.8377
H 4.9260 -6.8418 -0.3170
H 6.3519 -6.3449 -1.2725
C 0.6004 4.0459 4.0915
C 0.3476 2.9258 5.1053
C -1.1507 2.9280 5.4296
S -1.9731 3.5755 3.9772
O -2.5908 4.8397 4.3153
O -2.7212 2.5160 3.3279
C -0.4894 3.9020 3.0379
H 1.5937 3.9772 3.6489
H 0.5170 5.0175 4.5857
H 0.6272 1.9657 4.6642
H 0.9443 3.0568 6.0077
H -1.5225 1.9256 5.6348
H -1.3793 3.5871 6.2666
H -0.6228 4.7981 2.4326
H -0.3046 3.0382 2.3962
C 2.9607 -10.7833 -5.9108
C 3.3482 -9.4705 -6.5992
C 3.3481 -8.3742 -5.5290
S 3.7225 -9.1907 -3.9783
O 2.5700 -9.0919 -3.1153
O 5.0450 -8.8067 -3.5399
C 3.7978 -10.8472 -4.6385
H 3.1420 -11.6457 -6.5520
H 1.8971 -10.7679 -5.6580
H 4.3489 -9.5662 -7.0284
H 2.6660 -9.2247 -7.4132
H 4.1034 -7.6153 -5.7266
H 2.3684 -7.9068 -5.4337
H 3.4152 -11.5543 -3.9050
H 4.8419 -11.0677 -4.8643
*
```

Entry 4:
# NO5P

2 unconnected molecules or ions with the total composition NO5P in a non-equilibrium geometry (ωB97M-V/def2-TZVPD, the OMol25 dataset).

Properties
E_HOMO (alpha / beta): -0.57 / -0.09 eV
Orbital gap (alpha / beta): 7.81 / 7.20 eV
E_LUMO (alpha / beta): 7.24 / 7.11 eV

The geometry in ORCA input format:
```
! RIJCOSX wB97M-V def2-TZVPD def2/J DEFGRID3
* xyz -2 1
N -0.7812 0.4789 -0.0457
O 1.7666 0.5923 0.0312
O 0.7942 -1.5786 -0.9255
O -2.0088 0.9653 -1.6652
O -1.1124 1.1636 0.8626
O 0.5309 -1.0525 1.5704
P 0.8107 -0.5691 0.1722
*
```

Entry 5:
# C4H3FO

A single C4H3FO molecule in a non-equilibrium geometry (ωB97M-V/def2-TZVPD, the OMol25 dataset).

Properties
E_HOMO: -8.92 eV
SMILES: O=C=C/C=C/F
Orbital gap: 9.51 eV
E_LUMO: 0.59 eV

The geometry in ORCA input format:
```
! RIJCOSX wB97M-V def2-TZVPD def2/J DEFGRID3
* xyz 0 1
C -1.0900 -0.0213 -0.4199
C 0.2243 -0.1301 0.2463
C -2.2103 -0.4473 -0.0224
C 1.1675 -0.7353 -0.3637
O -3.2896 -0.7432 0.3184
F 2.3003 -0.9034 0.2218
H -0.9733 0.1135 -1.5313
H 0.4269 0.4433 1.1893
H 1.1222 -1.0626 -1.4675
*
```

Entry 6:
# C30H42MgN6OSiTe

A molecular structure, C30H42MgN6OSiTe in a non-equilibrium geometry (ωB97M-V/def2-TZVPD, the OMol25 dataset).

Properties
E_HOMO: 0.37 eV
Orbital gap: 4.22 eV
E_LUMO: 4.59 eV

The geometry in ORCA input format:
```
! RIJCOSX wB97M-V def2-TZVPD def2/J DEFGRID3
* xyz -2 1
Mg -0.3210 -0.9304 -0.6166
C -3.9360 -1.3471 -1.0508
N -3.5638 0.0204 -0.7838
C -4.1087 0.9103 -1.7760
C -3.8274 0.4103 0.5727
C -2.7722 0.0071 1.6011
C -3.1790 0.1860 2.9261
C -2.2920 0.0495 3.9845
C -0.9797 -0.2965 3.7006
C -0.6074 -0.5342 2.3800
C -1.4604 -0.3998 1.2656
H -5.0396 -1.4750 -1.0536
H -3.5255 -1.9942 -0.2817
H -3.5278 -1.6518 -2.0163
H -5.2197 0.9346 -1.7662
H -3.7598 0.5898 -2.7593
H -3.7431 1.9272 -1.6123
H -4.8252 0.0594 0.9125
H -3.8907 1.5034 0.5960
H -4.2122 0.4632 3.1296
H -2.6217 0.2078 5.0063
H -0.2545 -0.4063 4.5023
H 0.4178 -0.8607 2.2080
C 0.2254 -4.2166 2.7659
Si -0.0387 -3.9636 0.9010
C 0.4343 -5.5856 0.0336
C -1.8948 -3.8416 0.6801
N 0.7472 -2.5886 0.2395
C 2.1080 -2.5220 0.2477
C 2.9831 -3.4604 0.8434
C 4.3644 -3.3430 0.7980
C 4.9643 -2.2712 0.1604
C 4.1420 -1.3063 -0.4186
C 2.7697 -1.4235 -0.3651
O 1.9407 -0.4388 -0.9085
C 2.4202 0.1542 -2.0884
C 3.0336 1.3847 -2.0371
C 3.4456 2.0094 -3.2148
C 3.2629 1.3377 -4.4193
C 2.6705 0.0881 -4.4512
C 2.1287 -0.4987 -3.2944
H -0.5473 -4.8874 3.1543
H 0.1254 -3.2591 3.2824
H 1.1972 -4.6423 3.0230
H -0.1675 -6.4082 0.4343
H 1.4869 -5.8568 0.1277
H 0.2077 -5.4914 -1.0316
H -2.3682 -4.7066 1.1560
H -2.1701 -3.8448 -0.3769
H -2.2839 -2.9360 1.1448
H 2.5621 -4.3171 1.3509
H 4.9726 -4.1097 1.2676
H 6.0417 -2.1760 0.1089
H 4.5703 -0.4559 -0.9331
H 3.2127 1.8417 -1.0731
H 3.9379 2.9737 -3.1806
H 3.6099 1.7855 -5.3447
H 2.5266 -0.4115 -5.4013
H 2.0070 -1.5687 -3.2601
Te -0.7644 -0.5531 -3.2991
C -1.3425 2.8443 0.7183
N -0.1965 2.2830 0.0191
C -0.0814 2.9336 -1.2860
N 0.0971 4.3945 -1.1395
C -1.0501 4.9183 -0.4043
N -1.2096 4.3032 0.9168
C 0.0244 4.5383 1.6683
N 1.2119 4.0010 0.9995
C 0.9933 2.5526 0.8094
C 1.2957 4.6154 -0.3317
H -1.4503 2.3574 1.6893
H -2.2371 2.6534 0.1269
H -0.9775 2.7202 -1.8700
H 0.7652 2.5181 -1.8310
H -1.9545 4.7326 -0.9886
H -0.9289 5.9997 -0.2750
H -0.0678 4.0675 2.6501
H 0.1537 5.6175 1.8039
H 0.8780 2.0789 1.7877
H 1.8596 2.1215 0.3161
H 2.1529 4.1920 -0.8601
H 1.4506 5.6930 -0.2098
*
```